A) Entry from OMol25: one molecule with the formula C25H32N4O4 (ωB97M-V with the def2-TZVPD basis set).

```
65
C25H32N4O4 | OMol25 | ωB97M-V with the def2-TZVPD basis set
C -3.275 -2.406 1.478
C -2.442 -1.565 2.058
C -1.411 -0.724 1.359
N -1.302 -0.950 -0.065
C -0.743 -2.039 -0.636
O -0.656 -2.160 -1.847
C -0.194 -3.136 0.268
C 1.217 -3.472 -0.213
C 2.138 -2.282 -0.039
O 1.786 -1.212 0.412
N 3.414 -2.540 -0.443
C 4.488 -1.675 -0.396
C 4.591 -0.388 0.191
C 5.886 -0.030 -0.057
C 6.668 1.185 0.272
O 6.499 -1.019 -0.728
N 5.630 -2.037 -0.935
C -1.846 0.085 -0.940
C -1.096 1.417 -0.789
O -1.622 2.490 -1.004
N 0.194 1.276 -0.437
C 1.093 2.389 -0.280
C 2.315 2.308 -1.199
C 3.300 3.282 -0.559
C 3.045 3.187 0.957
C 1.712 2.444 1.124
C -3.340 0.191 -0.751
C -3.921 1.070 0.153
C -5.291 1.078 0.339
C -6.115 0.208 -0.362
C -7.601 0.233 -0.169
C -5.531 -0.668 -1.268
C -4.163 -0.675 -1.461
H -3.998 -2.965 2.044
H -3.278 -2.562 0.413
H -2.466 -1.415 3.130
H -1.678 0.327 1.502
H -0.432 -0.863 1.835
H -0.835 -4.011 0.149
H -0.181 -2.856 1.316
H 1.175 -3.718 -1.278
H 1.624 -4.328 0.329
H 3.625 -3.429 -0.874
H 3.828 0.151 0.705
H 7.592 0.907 0.776
H 6.087 1.840 0.913
H 6.933 1.717 -0.641
H -1.646 -0.262 -1.964
H 0.590 0.357 -0.285
H 0.516 3.294 -0.490
H 2.708 1.290 -1.178
H 2.077 2.566 -2.229
H 3.089 4.293 -0.908
H 4.331 3.046 -0.817
H 2.996 4.182 1.398
H 3.850 2.649 1.459
H 1.877 1.420 1.465
H 1.052 2.933 1.839
H -3.311 1.774 0.697
H -5.728 1.772 1.042
H -8.032 -0.752 -0.339
H -7.858 0.563 0.835
H -8.056 0.926 -0.878
H -6.155 -1.350 -1.829
H -3.723 -1.362 -2.170
```

Its SMILES is C=CCN(C(=O)CCC(=O)Nc1cc(C)on1)[C@H](C(=O)NC1CCCC1)c1ccc(C)cc1. As for the charge: 0.

=====

B) Entry from OMol25: one molecule with the formula C25H32N4O4 (ωB97M-V with the def2-TZVPD basis set).

```
65
C25H32N4O4 | OMol25 | ωB97M-V with the def2-TZVPD basis set
C 8.088 0.535 -3.612
O 6.960 1.254 -3.182
C 6.000 0.589 -2.470
C 6.036 -0.760 -2.139
C 5.007 -1.324 -1.409
C 3.905 -0.577 -0.996
N 2.918 -1.185 -0.214
C 2.288 -2.386 -0.721
C 1.686 -3.173 0.438
N 0.694 -2.357 1.116
C -0.019 -3.093 2.156
C -1.171 -3.915 1.569
C -2.362 -3.032 1.218
N -1.947 -1.956 0.340
C -2.779 -0.935 0.093
O -3.957 -0.935 0.402
C -2.136 0.256 -0.617
C -1.625 1.296 0.419
O -1.920 2.617 0.011
C -3.232 2.981 0.167
C -3.783 3.950 -0.655
C -5.102 4.335 -0.482
C -5.894 3.759 0.501
C -7.328 4.155 0.681
C -5.333 2.797 1.333
C -4.013 2.412 1.178
N -3.404 1.504 2.043
C -2.207 0.944 1.791
O -1.638 0.198 2.564
C 1.332 -1.151 1.621
C 1.949 -0.359 0.467
C 3.879 0.777 -1.337
C 4.909 1.348 -2.055
H 7.813 -0.280 -4.291
H 8.652 0.127 -2.766
H 8.710 1.251 -4.146
H 6.866 -1.384 -2.433
H 5.075 -2.368 -1.143
H 3.021 -3.000 -1.244
H 1.482 -2.130 -1.432
H 1.210 -4.077 0.053
H 2.493 -3.471 1.130
H 0.667 -3.750 2.714
H -0.436 -2.365 2.856
H -0.834 -4.442 0.675
H -1.490 -4.659 2.298
H -3.148 -3.614 0.724
H -2.795 -2.600 2.129
H -0.934 -1.848 0.280
H -2.907 0.739 -1.221
H -1.324 -0.067 -1.267
H -0.535 1.256 0.496
H -3.167 4.395 -1.420
H -5.519 5.091 -1.130
H -7.504 4.499 1.699
H -7.600 4.951 -0.007
H -7.980 3.302 0.500
H -5.926 2.342 2.113
H -3.917 1.192 2.857
H 0.574 -0.543 2.119
H 2.127 -1.394 2.345
H 2.449 0.519 0.877
H 1.148 -0.032 -0.218
H 3.045 1.399 -1.053
H 4.882 2.394 -2.316
```

Its SMILES is COc1ccc(N2CCN(CCCNC(=O)C[C@H]3Oc4ccc(C)cc4NC3=O)CC2)cc1. As for the charge: 0.

=====

The most stable of them is B).

=====

A) Entry from OMol25: a 40-piece molecular cluster, H80O40 overall (ωB97M-V with the def2-TZVPD basis set).

```
120
H80O40 | OMol25 | ωB97M-V with the def2-TZVPD basis set
H -1.805 -1.768 -0.872
H -1.227 -0.785 -1.897
O -1.862 -1.544 -1.870
H -0.476 5.367 4.248
H -1.147 4.066 4.395
O -0.433 4.481 3.871
H 2.138 -2.762 2.367
H 2.216 -3.214 0.936
O 1.642 -3.219 1.706
H 2.743 -2.401 -1.341
H 2.105 -3.635 -1.841
O 2.544 -3.351 -1.029
H 2.215 -4.877 4.209
H 1.014 -4.663 3.411
O 1.517 -4.195 4.079
H -0.859 3.020 1.222
O -1.569 3.648 1.437
H 0.535 -1.156 -6.078
O 0.165 -1.141 -5.186
H -1.232 4.513 0.019
H -1.914 5.954 -0.119
O -1.400 5.292 -0.590
H 1.525 2.054 -6.146
H 0.117 2.043 -6.327
O 0.900 1.488 -6.624
H 4.033 -0.561 -5.197
H 4.758 -1.756 -4.919
O 3.814 -1.544 -5.133
H -3.342 -1.259 1.164
H -2.136 -1.879 1.641
O -2.466 -0.963 1.477
H 2.445 -1.399 -3.417
O 2.904 -1.394 -2.517
H 3.491 2.305 1.108
H 3.215 1.564 -0.151
O 3.948 2.040 0.269
H -2.591 0.960 3.774
H -1.674 1.112 4.895
O -2.335 0.439 4.554
H 3.316 -0.390 3.384
H 2.467 -0.222 2.323
O 2.946 0.433 2.846
H 6.178 1.009 -0.197
H 5.010 0.616 0.565
O 5.907 0.276 0.366
H -5.348 -1.670 0.197
H -5.735 -3.087 0.768
O -5.672 -2.525 -0.083
H -3.372 4.600 -2.568
H -3.059 3.208 -3.013
O -3.797 3.727 -2.670
H -0.450 1.097 -0.566
O -0.196 1.719 -1.263
H -3.726 -1.328 -4.633
H -2.678 -1.029 -3.456
O -3.613 -1.012 -3.738
H -5.275 -0.983 4.358
O -5.163 -1.061 3.402
H 5.553 -1.820 1.101
H 4.164 -2.058 0.811
O 4.940 -2.567 1.087
H -0.071 3.183 -3.707
H -0.753 4.534 -4.538
O -0.257 3.720 -4.501
H -2.516 1.796 -1.011
H -3.046 0.736 0.146
O -2.762 0.871 -0.806
H -1.419 -1.113 4.656
H -0.401 -2.182 5.062
O -1.226 -2.064 4.578
H 6.010 -3.106 -1.213
H 4.663 -3.374 -1.271
O 5.436 -3.596 -1.850
H 0.166 3.056 5.343
H 0.563 2.349 6.356
O -0.147 3.024 6.268
H 4.914 1.309 -4.278
H 5.419 0.417 -3.135
O 5.572 0.650 -4.052
H 0.746 0.415 -4.150
H 2.062 0.550 -3.481
O 1.144 0.874 -3.367
H 1.736 1.134 4.073
H 1.891 0.333 5.329
O 1.352 1.017 4.932
H 2.295 -2.685 -5.151
H 0.859 -2.706 -4.569
O 1.739 -3.047 -4.473
H -5.295 2.447 3.637
O -5.184 1.584 4.027
H -0.267 -0.119 2.097
H 0.019 -1.007 0.919
O 0.464 -0.393 1.540
H 0.382 1.281 -1.910
H -1.059 3.975 2.198
H -4.329 -0.537 3.511
H -0.799 -1.094 -5.165
H 3.548 -2.057 -2.885
H -5.281 0.893 3.337
O -3.671 2.387 1.044
H -3.830 3.300 1.339
H -4.470 1.938 1.347
O -3.041 -3.013 -0.214
H -3.928 -2.705 -0.573
H -2.968 -3.889 -0.659
O -3.890 2.192 -5.311
H -3.969 1.309 -4.896
H -3.668 2.580 -4.463
O 1.075 6.188 -1.439
H 1.448 5.969 -0.583
H 0.353 5.608 -1.687
O -2.921 -5.089 1.968
H -2.455 -4.640 2.677
H -3.384 -4.341 1.591
O 3.680 -1.815 3.999
H 4.544 -2.176 3.793
H 2.927 -2.333 3.688
O -0.941 -3.289 2.260
H -0.693 -3.209 3.215
H -0.280 -3.858 1.855
```

Its spin multiplicity is 2. As for the charge: +1. As for the expectation value of S²: 0.757.

=====

B) Entry from OMol25: a 40-piece molecular cluster, H80O40 overall (ωB97M-V with the def2-TZVPD basis set).

```
120
H80O40 | OMol25 | ωB97M-V with the def2-TZVPD basis set
H 1.738 3.679 4.244
H 0.782 2.802 3.438
O 1.067 2.972 4.354
H -6.340 -2.652 -0.685
H -4.966 -2.446 -0.189
O -5.433 -2.656 -1.045
H 3.419 0.144 1.249
H 2.374 -0.832 0.349
O 2.559 -0.140 0.984
H -1.984 -2.759 -0.490
H -1.308 -1.981 0.707
O -1.973 -1.969 0.023
H 1.148 -5.674 -0.278
H 1.259 -4.303 -0.937
O 0.635 -4.876 -0.472
H 4.100 3.878 3.658
O 3.254 3.959 3.229
H 0.244 4.728 -2.077
O 0.580 3.972 -1.644
H -6.753 1.581 -0.312
H -5.446 1.270 0.018
O -6.157 0.845 -0.496
H -1.142 0.345 -2.494
H -2.105 -0.679 -2.959
O -1.586 -0.423 -2.172
H -2.721 0.563 0.164
H -2.731 0.610 -1.533
O -2.935 1.112 -0.630
H 0.874 -3.152 3.550
H -0.068 -3.027 4.808
O 0.496 -2.564 4.196
H -0.925 -1.383 3.577
O -1.688 -1.493 2.957
H 5.204 1.396 -0.813
H 4.047 1.594 -1.891
O 4.889 1.163 -1.681
H -5.418 0.104 2.454
H -4.548 -0.644 1.527
O -4.474 0.073 2.225
H 0.364 1.397 0.666
H -0.899 1.470 -0.174
O 0.142 1.619 -0.272
H 1.830 6.134 -1.006
H 0.464 6.409 -1.071
O 1.178 6.760 -0.529
H -2.737 -4.788 2.564
H -2.081 -5.354 3.851
O -2.084 -5.415 2.890
H -3.047 3.460 1.012
H -3.178 2.866 -0.410
O -2.788 3.522 0.115
H -4.794 -3.750 -2.223
O -4.295 -3.885 -3.048
H 2.470 4.063 -1.565
H 3.235 4.800 -2.777
O 3.230 4.580 -1.835
H -5.458 0.231 -2.139
O -4.921 0.217 -2.917
H -3.556 -2.598 2.925
H -4.606 -3.564 1.977
O -4.161 -2.775 2.194
H -0.281 1.135 -4.619
H -0.533 -0.219 -5.380
O -0.219 0.160 -4.509
H 1.475 0.678 -1.584
H 0.598 0.052 -2.552
O 1.593 -0.034 -2.250
H 4.276 0.813 2.823
H 3.093 1.310 3.071
O 3.959 1.538 3.398
H -3.042 4.919 -3.781
H -2.020 4.847 -2.692
O -2.092 5.108 -3.606
H 4.164 -4.587 -2.014
H 4.329 -3.285 -1.399
O 4.559 -4.240 -1.123
H 2.395 -0.827 -3.281
H 3.573 -0.756 -4.401
O 2.852 -1.257 -4.026
H 2.479 -1.024 3.556
H 2.881 -0.181 4.854
O 2.265 -0.273 4.112
H -1.177 3.535 4.555
H -2.074 4.436 3.799
O -2.095 3.710 4.453
H 1.141 -2.409 -4.064
H -0.242 -2.942 -3.442
O 0.299 -2.853 -4.214
H 1.653 -4.383 -3.382
O 2.391 -4.070 -2.679
H 4.103 -0.865 -1.512
H 3.511 -1.842 -2.499
O 4.243 -1.747 -1.835
H -3.960 -3.052 -3.322
H 3.181 3.601 2.355
H -5.035 -0.577 -3.400
H 0.188 3.715 -0.833
H -2.334 -0.869 3.266
H 2.810 -3.356 -3.201
O 4.942 -0.905 1.630
H 4.717 -1.022 0.727
H 5.866 -0.689 1.725
O -0.132 -3.845 1.660
H 0.405 -4.319 0.953
H -0.739 -4.393 2.139
O 4.523 2.096 0.799
H 3.833 1.937 0.165
H 4.582 3.042 0.954
O -0.289 0.072 5.003
H -0.050 0.979 5.142
H 0.455 -0.536 4.756
O 0.935 -1.933 -0.125
H 0.480 -2.189 0.663
H 0.232 -2.107 -0.805
O -2.029 2.624 -4.936
H -2.049 3.616 -4.787
H -2.696 2.590 -5.650
O 0.538 1.048 2.390
H -0.101 0.804 3.128
H 1.397 0.683 2.684
```

Its spin multiplicity is 2. As for the charge: +1. As for the expectation value of S²: 0.753.

=====

The most stable of them is B).

=====

A) Entry from OMol25: a 2-piece molecular cluster, C2H8OS overall (ωB97M-V with the def2-TZVPD basis set).

```
12
C2H8OS | OMol25 | ωB97M-V with the def2-TZVPD basis set
C 0.006 -0.588 1.386
C -0.538 -1.247 0.115
O 0.063 -0.595 -1.042
H 0.739 0.152 1.071
H -0.759 -0.115 1.999
H 0.552 -1.291 2.017
H -1.618 -1.140 0.029
H -0.280 -2.298 0.004
H -0.639 -0.169 -1.536
S 0.829 2.849 -1.795
H 0.849 2.933 -0.461
H 0.795 1.509 -1.786
```

Its SMILES is CCO.S. As for the charge: 0.

=====

B) Entry from OMol25: a 2-piece molecular cluster, C2H8OS overall (ωB97M-V with the def2-TZVPD basis set).

```
12
C2H8OS | OMol25 | ωB97M-V with the def2-TZVPD basis set
C 2.000 0.134 0.028
O 2.084 -1.282 0.155
H 1.716 0.435 -1.009
H 3.040 0.504 0.141
H 1.329 0.613 0.761
H 1.163 -1.496 0.401
C -1.313 1.439 0.478
S -1.383 -0.222 -0.414
H -0.354 2.014 -0.128
H -1.467 1.148 1.545
H -2.146 2.029 0.023
H -1.941 -0.880 0.611
```

Its SMILES is CO.CS. As for the charge: 0.

=====

The most stable of them is A).